Here is 10 unconnected molecules or ions with the total composition C64H160F12N8O8P2 from OMol25. Energies are from ωB97M-V with the def2-TZVPD basis set.

Atoms and positions in Å:
C 4.79513 7.94796 -0.40154
C 4.25676 7.78734 -1.87148
N 5.43872 7.67470 -2.97172
C 6.05949 6.18672 -2.96819
C 4.70964 7.90980 -4.35416
C 3.77983 6.76439 -4.81694
C 6.58766 8.68265 -2.70101
C 6.15383 10.15282 -2.90291
O 5.91047 10.49814 -4.23590
C 5.35378 11.79123 -4.31633
H 5.29986 7.02952 -0.10182
H 3.90347 8.00493 0.22279
H 5.38266 8.86335 -0.33111
H 3.70046 8.69801 -2.09346
H 3.57071 6.94248 -1.93186
H 6.39840 6.04603 -1.94182
H 7.01856 6.11688 -3.48141
H 5.30882 5.40806 -3.10340
H 5.55085 7.98398 -5.04334
H 4.18347 8.83923 -4.13639
H 3.36017 6.89055 -5.81497
H 2.93212 6.64011 -4.14312
H 4.25698 5.78457 -4.79744
H 7.31784 8.61227 -3.50722
H 7.11358 8.56516 -1.75353
H 7.07310 10.72232 -2.76608
H 5.59869 10.51251 -2.03657
H 5.36839 12.23811 -5.31042
H 5.90280 12.46277 -3.65624
H 4.29458 11.71580 -4.07036
C 1.60604 -6.34037 -8.23931
C 2.00983 -5.38292 -9.31427
N 2.59664 -4.06801 -8.87737
C 3.98449 -4.28541 -8.21558
C 2.72008 -3.08038 -10.03398
C 3.21023 -1.62423 -9.67190
C 1.70389 -3.40470 -7.69734
C 0.37656 -2.76914 -8.11422
O -0.32190 -3.64624 -9.01054
C -1.37583 -2.94010 -9.62442
H 2.15559 -6.19989 -7.30853
H 1.69529 -7.32235 -8.70391
H 0.55648 -6.19354 -7.98439
H 1.14165 -5.36039 -9.97293
H 2.85551 -5.74461 -9.89919
H 4.22765 -3.29763 -7.82406
H 4.75853 -4.35781 -8.97959
H 4.14578 -4.97320 -7.38550
H 1.68438 -2.95766 -10.35081
H 3.26640 -3.53800 -10.85873
H 3.19638 -1.04591 -10.59574
H 4.20646 -1.54892 -9.23607
H 2.45384 -1.11386 -9.07566
H 2.17910 -2.55889 -7.20049
H 1.43247 -4.15199 -6.95168
H 0.51142 -1.82277 -8.63795
H -0.17866 -2.59475 -7.19257
H -1.68033 -3.43746 -10.54530
H -1.10523 -1.91825 -9.89033
H -2.24390 -2.90170 -8.96633
C 3.11343 -10.80246 3.13494
C 2.25247 -9.63580 2.58020
N 2.47085 -8.27034 3.35409
C 3.97656 -7.85820 3.16818
C 1.37715 -7.21195 2.89362
C 1.48407 -6.81404 1.41912
C 2.49543 -8.47779 4.91905
C 1.10812 -8.96088 5.50907
O 0.20334 -7.93354 5.24992
C -1.20733 -8.23234 5.53795
H 2.60926 -11.16526 4.03066
H 4.14706 -10.59470 3.41159
H 3.10014 -11.69167 2.50467
H 1.17384 -9.76939 2.66262
H 2.62259 -9.53446 1.55998
H 4.18044 -7.62515 2.12308
H 4.68205 -8.65166 3.41478
H 4.21156 -7.07199 3.88564
H 1.37163 -6.40176 3.62278
H 0.48731 -7.80741 3.09787
H 2.41372 -6.29258 1.19121
H 0.72733 -6.08188 1.13736
H 1.40870 -7.71332 0.80780
H 2.69222 -7.49557 5.34873
H 3.27036 -9.18147 5.22302
H 1.21647 -8.93959 6.59346
H 0.71476 -9.85647 5.02812
H -1.38234 -8.64788 6.53031
H -1.56913 -8.91497 4.76904
H -1.73344 -7.27777 5.52826
C -11.17674 -3.49128 2.78044
C -9.69675 -3.27497 2.94278
N -8.82448 -3.96655 1.86110
C -9.28498 -3.49753 0.43166
C -7.31878 -3.52001 2.11044
C -6.36940 -4.35332 1.13594
C -9.02267 -5.51215 1.80309
C -8.70568 -6.36796 3.04469
O -9.58076 -6.04651 4.13935
C -9.03212 -6.07070 5.39594
H -11.72294 -2.96709 3.56466
H -11.30755 -4.53379 3.07052
H -11.55902 -3.23255 1.79301
H -9.41870 -3.58807 3.94914
H -9.44486 -2.21457 2.92781
H -8.70033 -3.90915 -0.39106
H -9.21542 -2.41028 0.39788
H -10.27993 -3.77223 0.08136
H -7.16822 -3.88413 3.12674
H -7.23498 -2.43681 2.02227
H -6.18542 -5.36290 1.50337
H -5.39390 -3.86704 1.13049
H -6.47793 -4.38824 0.05192
H -8.53784 -5.94362 0.92738
H -10.08523 -5.62349 1.58702
H -7.63346 -6.25582 3.20549
H -8.82092 -7.43328 2.84491
H -9.37485 -7.00395 5.84281
H -9.53704 -5.37694 6.06813
H -7.96444 -5.91316 5.54872
C -5.65196 3.74119 -4.26417
C -6.70898 4.83572 -4.67001
N -6.63794 5.34622 -6.20497
C -5.53127 6.41769 -6.34605
C -6.37502 4.13215 -7.10317
C -6.83253 4.19618 -8.61399
C -8.02980 6.06096 -6.60608
C -8.70036 7.27410 -5.76051
O -8.93019 6.95885 -4.43478
C -10.12712 6.25306 -4.22945
H -5.77988 3.32985 -3.26290
H -4.62750 4.09847 -4.36870
H -5.65996 2.85651 -4.90089
H -6.73273 5.70996 -4.01944
H -7.68877 4.36099 -4.61775
H -5.51040 6.62572 -7.41581
H -4.62487 5.87789 -6.07193
H -5.61620 7.33401 -5.76188
H -6.95430 3.30741 -6.68804
H -5.32983 3.87238 -6.93513
H -7.86742 4.52667 -8.70270
H -6.59623 3.33197 -9.23479
H -6.19277 4.91937 -9.11977
H -8.73355 5.23910 -6.73798
H -7.77125 6.47784 -7.57946
H -9.66832 7.53646 -6.18751
H -8.23810 8.25988 -5.81215
H -10.00433 5.69309 -3.30239
H -10.55050 5.59925 -4.99193
H -10.81342 7.08791 -4.08760
C -7.44301 9.62109 3.53739
C -8.40828 8.66746 4.20241
N -9.11935 7.60395 3.28577
C -9.65803 6.54725 4.34071
C -10.44162 8.23331 2.58640
C -10.38528 9.44255 1.67124
C -8.31330 6.93029 2.10901
C -7.24817 5.99864 2.55724
O -6.31576 6.71402 3.42058
C -4.94593 6.57325 3.08366
H -6.81286 10.06960 4.30541
H -8.00635 10.40660 3.03368
H -6.67009 9.14007 2.93796
H -9.28594 9.08130 4.69895
H -7.90812 8.09773 4.98555
H -10.26133 5.93489 3.67054
H -10.20749 7.05326 5.13452
H -8.87824 5.90445 4.74918
H -11.20055 8.48576 3.32693
H -10.92228 7.40028 2.07345
H -9.40405 9.51044 1.20149
H -10.49715 10.37908 2.21760
H -11.14243 9.40024 0.88827
H -7.82220 7.75989 1.60040
H -9.08889 6.40011 1.55633
H -6.66799 5.52660 1.76436
H -7.81574 5.21713 3.06242
H -4.83107 6.58217 1.99976
H -4.44742 5.67759 3.45428
H -4.34602 7.46351 3.27249
C 3.77600 -0.62553 8.11514
C 2.68189 0.18015 7.39717
N 1.68655 0.98944 8.35740
C 0.54958 1.50626 7.42927
C 1.02567 -0.07039 9.34969
C 0.24348 -1.21336 8.62906
C 2.46663 2.15075 9.11661
C 1.64226 3.10565 9.87891
O 0.62872 3.73014 9.10968
C 0.85603 5.11057 8.97530
H 4.17616 -0.12304 8.99575
H 4.40348 -1.01754 7.31470
H 3.31590 -1.51077 8.55418
H 2.07208 -0.53554 6.84578
H 3.01556 0.98729 6.74504
H 0.98436 2.39873 6.97918
H -0.33576 1.84614 7.96664
H 0.35485 0.78318 6.63724
H 0.35577 0.59536 9.89383
H 1.79618 -0.38133 10.05520
H -0.44618 -0.81757 7.88353
H -0.39260 -1.73726 9.34250
H 0.85841 -2.03643 8.26500
H 2.99366 2.75337 8.37689
H 3.23562 1.61336 9.67156
H 2.16198 3.85642 10.47418
H 1.05056 2.61977 10.65474
H 0.89993 5.58628 9.95503
H 0.03554 5.59720 8.44799
H 1.71907 5.45131 8.40333
C 13.21072 -6.65626 -2.50064
C 12.13482 -7.77434 -1.99969
N 11.97516 -7.80989 -0.40345
C 10.80135 -8.70480 0.08064
C 13.34491 -8.29745 0.33298
C 13.82501 -9.64687 -0.09800
C 11.71585 -6.33625 0.11994
C 10.60150 -5.53925 -0.52099
O 9.41865 -5.29206 0.26840
C 8.54517 -4.33269 -0.35216
H 13.22541 -6.52969 -3.58318
H 14.19890 -7.05293 -2.26771
H 13.04691 -5.64129 -2.13857
H 12.60095 -8.71708 -2.28617
H 11.08530 -7.74984 -2.29297
H 11.16644 -9.67926 -0.24374
H 9.81687 -8.44498 -0.30848
H 10.72513 -8.68676 1.16782
H 13.25415 -8.29943 1.41919
H 14.08739 -7.54218 0.07532
H 13.15747 -10.41992 0.28263
H 14.77238 -9.92290 0.36502
H 13.95709 -9.71123 -1.17804
H 12.73335 -5.95306 0.04270
H 11.39324 -6.56150 1.13644
H 10.20219 -5.93650 -1.45418
H 11.07975 -4.59967 -0.79771
H 8.23218 -4.66376 -1.34237
H 9.05292 -3.37344 -0.45289
H 7.65673 -4.08867 0.23028
P 8.88619 3.25353 3.91130
F 9.91750 2.13009 3.38394
F 10.09271 4.17359 4.52475
F 9.04888 4.12415 2.59663
F 7.84662 4.47079 4.33513
F 7.53423 2.54525 3.28813
F 8.65946 2.55942 5.36494
P 1.33944 0.73578 -0.96407
F 2.60550 1.59606 -0.34026
F 1.26993 -0.19313 0.40352
F 0.32870 1.84830 -0.28879
F 0.05365 -0.11200 -1.47542
F 1.31177 1.52277 -2.40457
F 2.36367 -0.32754 -1.59068

The orbital gap comes out at 7.0 eV. Its total energy is -5453.40326 hartree. The total charge is +6. Its energy above the lowest of the compared OMol25 structures with the same formula, charge and spin is 66.0 kcal per mole. The value obtained for the LUMO energy is -7.9 eV. The calculation puts the HOMO energy at -0.5471 hartree. For the molar mass, the calculation gives 1459.96 g/mol.

Results of the Mulliken charge analysis, in e, for atoms 1 through 5: atom 1 (C): -1.2667, atom 2 (C): -0.3534, atom 3 (N): 0.1277, atom 4 (C): -1.0300, atom 5 (C): -0.2962